Entry 1:
A gas-phase ion, C8H17BrClFN2O3P (charge -1), computed with ωB97M-V/def2-TZVPD.

Results
- HOMO level: -5.517 eV
- Energy above the lowest of the compared OMol25 structures with the same formula, charge and spin: 14.8 kcal/mol
- Net charge: -1
- Max |F|: 2.9 eV/A

The geometry in XYZ format:
```
34
Properties=species:S:1:pos:R:3:lowdin_charge:R:1
C 3.858 0.971 0.088 -0.189
C 3.422 -0.049 -1.016 -0.405
P 2.151 -1.345 -0.407 0.138
F 2.719 -2.383 -1.650 -0.404
Cl 3.669 -2.241 0.883 0.229
Br 0.612 -0.521 -1.957 0.454
N 1.052 -2.711 0.112 -0.038
C 0.492 -3.199 -0.846 -0.570
O -0.217 -3.714 -1.584 0.131
O 1.643 -0.343 0.853 -0.432
C 0.292 -0.203 1.205 -0.286
C -0.136 1.333 1.030 -0.186
N -1.253 1.468 0.065 -0.092
C -2.578 1.519 0.714 -0.193
C -3.534 0.386 0.210 -0.384
C -3.230 -0.102 -1.250 -0.062
O -3.319 -0.771 1.080 -0.085
H 4.171 0.493 1.037 0.037
H 4.747 1.554 -0.281 0.062
H 3.069 1.740 0.270 0.050
H 2.952 0.545 -1.833 0.017
H 4.306 -0.556 -1.464 0.067
H 0.195 -0.383 2.312 0.117
H -0.505 -0.797 0.725 0.082
H 0.744 1.849 0.589 0.103
H -0.400 1.752 2.040 0.102
H -1.143 2.356 -0.417 0.096
H -2.534 1.538 1.831 0.113
H -3.053 2.494 0.412 0.114
H -4.618 0.643 0.256 0.124
H -2.769 0.683 -1.885 0.069
H -4.215 -0.345 -1.729 0.069
H -2.645 -1.041 -1.198 0.072
H -3.948 -0.621 1.804 0.079
```



Entry 2:
2 unconnected molecules or ions with the total composition C8H17BrNO2, computed with ωB97M-V/def2-TZVPD.

Results
- HOMO level: -13.245 eV
- Energy above the lowest of the compared OMol25 structures with the same formula, charge and spin: 6.1 kcal/mol
- Net charge: +1
- Max |F|: 1.5 eV/A

The geometry in XYZ format:
```
29
Properties=species:S:1:pos:R:3:lowdin_charge:R:1
C 1.009 2.597 0.194 -0.148
O 0.711 1.774 -0.922 -0.249
C -0.565 2.015 -1.478 -0.224
C -1.609 1.048 -0.983 -0.152
C -1.352 -0.387 -1.407 -0.088
C -0.403 -1.236 -0.658 -0.215
N 0.048 -2.316 -1.200 0.145
C 0.782 -3.214 -0.283 -0.117
C 0.237 -2.718 1.044 -0.159
C 0.078 -1.191 0.745 -0.537
Br 1.844 -0.377 0.827 0.955
H 2.045 2.427 0.457 0.068
H 0.865 3.645 -0.053 0.099
H 0.394 2.328 1.055 0.062
H -0.891 3.029 -1.249 0.128
H -0.488 1.942 -2.561 0.133
H -1.797 1.151 0.083 0.123
H -2.534 1.341 -1.477 0.130
H -1.049 -0.391 -2.451 0.143
H -2.293 -0.935 -1.322 0.153
H -0.140 -2.579 -2.159 0.190
H 0.475 -4.238 -0.481 0.137
H 1.856 -3.168 -0.400 0.123
H 0.926 -2.835 1.866 0.114
H -0.748 -3.131 1.228 0.132
H -0.556 -0.673 1.446 0.112
O 1.207 1.950 3.723 -0.055
H 1.043 1.334 3.003 -0.038
H 0.905 2.807 3.409 0.036
```